Entry 1:
Density functional theory data (the ωB97M-V functional and the def2-TZVPD basis) for a cluster of 11 separate species, C46H121N15O18 in total in a non-equilibrium geometry.

XYZ file:
```
200
Properties=species:S:1:pos:R:3:lowdin_charge:R:1
C -4.49800 -0.24909 -7.88714 -0.121
O -5.26530 -0.52257 -6.74649 -0.187
C -4.50898 -1.09052 -5.69879 -0.233
C -5.42622 -1.38896 -4.51208 -0.218
N -4.59149 -1.80489 -3.40685 -0.048
C -5.44286 -2.15805 -2.25579 -0.205
C -6.47980 -1.16390 -1.75099 -0.223
O -5.88666 0.06100 -1.37687 -0.209
C -4.91227 0.09777 -0.32258 -0.085
H -3.68535 0.44468 -7.61872 0.079
H -5.13214 0.25209 -8.61341 0.088
H -4.00948 -1.12988 -8.32052 0.085
H -3.77304 -0.33781 -5.37576 0.124
H -3.99779 -1.99492 -6.04449 0.122
H -6.10596 -2.14914 -4.91270 0.130
H -6.05084 -0.50982 -4.32185 0.120
H -3.90477 -1.09704 -3.17562 0.095
H -4.86399 -2.45764 -1.37928 0.087
H -5.95489 -3.02243 -2.69566 0.117
H -7.01170 -1.63141 -0.90874 0.121
H -7.24370 -0.93471 -2.49414 0.114
H -4.54985 1.09672 -0.57014 0.089
H -4.05672 -0.58600 -0.29514 0.068
H -5.40750 0.02801 0.64870 0.068
C -6.87708 4.99394 -0.25200 -0.113
O -6.76503 3.88081 0.61805 -0.183
C -7.49754 2.76840 0.13861 -0.223
C -8.05016 1.91532 1.27130 -0.205
N -7.13712 1.20304 2.15153 -0.067
C -7.79118 0.35044 3.10815 -0.220
C -6.83899 -0.47582 3.94036 -0.227
O -5.97284 0.33590 4.70035 -0.183
C -4.59978 0.10446 4.57764 -0.113
H -6.34863 5.83217 0.19338 0.086
H -7.93144 5.30575 -0.29130 0.084
H -6.58108 4.73774 -1.27181 0.088
H -6.85030 2.10247 -0.43828 0.103
H -8.38645 3.03965 -0.43875 0.123
H -8.34772 1.04722 0.64623 0.115
H -9.01292 2.22429 1.69807 0.118
H -6.33877 1.71467 2.49500 0.119
H -8.53669 -0.29474 2.63705 0.123
H -8.32135 0.98942 3.83750 0.124
H -6.24008 -1.16285 3.32858 0.095
H -7.41661 -1.08236 4.64606 0.123
H -4.27434 0.22425 3.54002 0.076
H -4.29088 -0.86040 5.00221 0.089
H -4.05586 0.80409 5.21258 0.092
C 2.11632 7.15491 2.10353 -0.117
O 1.91371 5.77096 2.22166 -0.229
C 1.77858 5.27033 3.55927 -0.198
C 0.37105 4.73652 3.79529 -0.194
N -0.00580 3.92342 2.66338 -0.090
C -1.39867 3.43721 2.68566 -0.162
C -1.75764 2.92147 1.29488 -0.232
O -1.95985 4.01569 0.42568 -0.178
C -1.48058 3.73272 -0.86770 -0.113
H 3.03509 7.58004 2.52043 0.087
H 1.30635 7.64423 2.67246 0.089
H 1.97128 7.50357 1.08323 0.086
H 2.03554 6.04116 4.28974 0.120
H 2.55272 4.49786 3.57227 0.121
H -0.22175 5.67100 3.81090 0.121
H 0.24843 4.21457 4.74055 0.129
H 0.20572 4.38786 1.79135 0.092
H -1.96005 4.38414 2.73900 0.121
H -1.59355 2.73540 3.48936 0.118
H -2.66300 2.30797 1.33841 0.119
H -0.90323 2.30241 0.99217 0.102
H -1.58515 4.56367 -1.56552 0.084
H -2.01921 2.88672 -1.30776 0.086
H -0.40462 3.52373 -0.83065 0.076
C 0.73171 7.26237 -4.88736 -0.135
O 1.32737 6.43556 -5.84011 -0.212
C 2.74952 6.27473 -5.73854 -0.199
C 3.09286 4.80697 -5.81257 -0.209
N 2.38325 4.07171 -4.75753 -0.051
C 2.67665 2.65834 -4.86507 -0.213
C 2.11054 1.85452 -3.70796 -0.244
O 2.56327 0.53404 -3.66379 -0.166
C 2.46287 0.00347 -2.36813 -0.111
H 1.10989 8.28895 -4.98743 0.089
H 0.78220 6.92042 -3.84920 0.087
H -0.32428 7.33875 -5.15644 0.087
H 3.03278 6.69268 -4.77026 0.120
H 3.16819 6.79860 -6.60081 0.124
H 4.17296 4.73823 -5.67399 0.124
H 2.77421 4.36830 -6.76763 0.105
H 1.39984 4.24572 -4.93533 0.105
H 3.75146 2.47136 -4.92748 0.129
H 2.25152 2.24133 -5.79010 0.091
H 1.01310 1.94213 -3.81177 0.127
H 2.28963 2.36389 -2.74992 0.114
H 3.09736 0.58079 -1.68990 0.072
H 2.68140 -1.06162 -2.30711 0.083
H 1.43631 0.05556 -1.97320 0.073
C 0.58894 -3.21988 4.39322 -0.120
O 1.43585 -4.18643 4.97821 -0.175
C 2.30861 -4.72743 3.99412 -0.210
C 3.69569 -4.13382 4.12378 -0.229
N 4.41257 -4.60773 5.29221 -0.055
C 5.82234 -4.23940 5.30914 -0.219
C 6.38385 -4.35726 6.69979 -0.227
O 5.96744 -3.25524 7.50245 -0.207
C 6.65196 -3.18764 8.73438 -0.117
H 0.01808 -3.53558 3.52297 0.093
H 1.18881 -2.30207 4.27642 0.092
H -0.09285 -2.76895 5.11735 0.052
H 1.93236 -4.53744 2.98632 0.100
H 2.40844 -5.80772 4.12361 0.124
H 3.65932 -3.03033 4.07620 0.128
H 4.27745 -4.36642 3.22807 0.101
H 3.98110 -4.18874 6.10934 0.111
H 5.86955 -3.16451 5.04346 0.122
H 6.41274 -4.72478 4.53181 0.119
H 7.47630 -4.34298 6.58749 0.122
H 6.03883 -5.22703 7.26780 0.126
H 6.60612 -4.13125 9.28410 0.086
H 6.14586 -2.39955 9.29127 0.087
H 7.67670 -2.84346 8.55739 0.087
C 11.29098 -3.90887 -0.66980 -0.115
O 10.03296 -3.34373 -0.35447 -0.184
C 8.98951 -3.99822 -1.02429 -0.266
C 7.66131 -3.34053 -0.63647 -0.215
N 7.28058 -3.76981 0.71394 -0.040
C 6.56107 -2.73945 1.50061 -0.187
C 5.26493 -2.18478 0.89740 -0.208
O 4.29945 -3.18419 1.14311 -0.211
C 3.04933 -2.99173 0.55444 -0.107
H 11.40995 -4.83217 -0.09931 0.090
H 12.03826 -3.20596 -0.28768 0.085
H 11.51026 -3.95619 -1.73907 0.086
H 8.93622 -5.07156 -0.79122 0.122
H 9.10639 -3.96458 -2.11851 0.117
H 6.92839 -3.68156 -1.37300 0.116
H 7.87440 -2.27625 -0.76167 0.123
H 6.48110 -4.38442 0.55561 0.100
H 7.26839 -1.97618 1.82751 0.121
H 6.20979 -3.27781 2.38354 0.091
H 5.42965 -1.99542 -0.17030 0.114
H 5.00385 -1.26559 1.42898 0.117
H 2.48466 -2.13395 0.93976 0.074
H 2.41756 -3.87272 0.64725 0.084
H 3.16479 -2.77867 -0.51919 0.078
C -1.05325 -3.30912 -1.44475 -0.087
O -0.46354 -3.16858 -2.72000 -0.187
C -0.74450 -1.96053 -3.39148 -0.222
C -0.56252 -2.10591 -4.88712 -0.197
N -0.52934 -0.75870 -5.51539 -0.046
C -0.47871 -0.89128 -6.96502 -0.222
C -0.34485 0.41834 -7.69221 -0.209
O 0.98800 0.91914 -7.54775 -0.185
C 1.07087 2.22967 -7.98786 -0.163
H -0.75035 -4.28746 -1.08992 0.097
H -2.13964 -3.23289 -1.57416 0.077
H -0.76707 -2.50097 -0.76141 0.057
H -0.21137 -1.12372 -2.92399 0.107
H -1.82189 -1.78485 -3.26452 0.099
H -1.47588 -2.59212 -5.24761 0.112
H 0.28221 -2.73928 -5.18489 0.125
H 0.37416 -0.48367 -5.12600 0.097
H -1.35024 -1.46433 -7.28813 0.111
H 0.38869 -1.52782 -7.21118 0.127
H -0.99582 1.16633 -7.23106 0.123
H -0.48933 0.21170 -8.75749 0.128
H 0.61356 2.35633 -8.97358 0.093
H 2.10823 2.57461 -7.99900 0.078
H 0.64778 3.01638 -7.33849 0.089
N 4.24530 2.35950 -0.00292 0.153
C 3.24064 2.02049 0.85387 -0.676
N 2.20743 2.91907 0.88895 0.172
O 3.19930 0.94786 1.44120 0.008
H 4.36945 3.29861 -0.33011 0.098
H 4.95150 1.66608 -0.16551 0.103
H 2.54322 3.84314 0.66026 0.083
H 1.45141 2.85221 1.56236 0.064
N -5.32851 -3.71053 2.30813 0.160
C -4.59022 -4.04128 1.19834 -0.680
N -5.14660 -5.06550 0.50065 0.161
O -3.59969 -3.42532 0.85616 0.022
H -6.14479 -4.25124 2.51450 0.094
H -4.90570 -3.03467 2.91609 0.087
H -6.06574 -5.42008 0.67169 0.098
H -4.65899 -5.16381 -0.37434 0.108
N -1.74635 -1.27750 1.74911 0.164
C -0.66170 -0.54613 2.19782 -0.674
N 0.28386 -0.44050 1.23275 0.181
O -0.53743 -0.27156 3.37745 0.018
H -2.57702 -1.30604 2.30834 0.074
H -1.76211 -1.64566 0.81791 0.043
H 1.12528 -0.03209 1.61844 0.076
H 0.16590 -0.73513 0.28591 0.075
N -1.29561 -1.52200 8.68336 0.138
C -1.34949 -0.46082 7.80075 -0.676
N -0.78217 -0.78236 6.59470 0.151
O -1.89017 0.60989 7.99394 0.026
H -1.28910 -2.38850 8.17437 0.089
H -1.66315 -1.43398 9.60961 0.096
H -0.57459 -0.07333 5.91123 0.088
H -0.16337 -1.57382 6.58847 0.067
```

Results
**Energy relative to the best compared isomer or geometry (same formula, charge and spin)**: 2.9116 eV
**Energy**: -4000.64957 a.u.
**Net charge**: 0

***

Entry 2:
Density functional theory data (the ωB97M-V functional and the def2-TZVPD basis) for a cluster of 13 separate species, C46H123N5O21 in total in a non-equilibrium geometry.

XYZ file:
```
195
Properties=species:S:1:pos:R:3:lowdin_charge:R:1
C -4.57826 4.78129 4.73924 -0.136
O -5.76181 4.91728 4.06305 -0.200
C -5.73089 5.44987 2.75748 -0.197
C -7.24289 5.60408 2.34506 -0.161
N -7.47590 5.72333 0.88177 -0.084
C -8.77368 6.37194 0.52946 -0.174
C -8.73703 7.93365 0.81814 -0.232
O -9.61169 8.28208 1.88102 -0.227
C -9.60194 9.69468 2.21513 -0.093
H -4.84989 4.35293 5.71546 0.095
H -4.10028 5.70852 4.94884 0.078
H -3.86243 4.11746 4.24176 0.083
H -5.29680 4.69263 2.07248 0.113
H -5.06848 6.28181 2.71854 0.107
H -7.59656 6.51181 2.84468 0.115
H -7.72100 4.68373 2.71227 0.120
H -7.29922 4.88282 0.41035 0.075
H -9.69424 5.95454 1.05947 0.131
H -8.81988 6.21588 -0.54707 0.099
H -9.01261 8.46108 -0.14249 0.124
H -7.70693 8.18571 1.06650 0.109
H -10.58440 9.87831 2.76287 0.105
H -9.47626 10.32507 1.30627 0.087
H -8.79621 9.90311 2.91051 0.071
C -4.38726 -0.48937 -4.11920 -0.101
O -4.64921 -1.60421 -3.26428 -0.209
C -6.00731 -1.88022 -3.08790 -0.246
C -6.10332 -2.85961 -1.91507 -0.192
N -5.82332 -2.42858 -0.49907 -0.044
C -4.39307 -2.01511 -0.23603 -0.190
C -4.26593 -1.46665 1.20664 -0.194
O -5.20408 -0.35121 1.21956 -0.209
C -5.00963 0.40841 2.42488 -0.102
H -4.96309 0.42637 -3.76041 0.106
H -4.52937 -0.68312 -5.20943 0.096
H -3.32615 -0.28114 -4.02899 0.061
H -6.50297 -2.39261 -3.93994 0.123
H -6.55437 -0.93472 -2.95870 0.118
H -5.43572 -3.72193 -2.09052 0.118
H -7.08381 -3.31638 -1.92501 0.100
H -6.44076 -1.65958 -0.32306 0.079
H -3.98411 -1.26082 -0.91324 0.091
H -3.86667 -2.96290 -0.45024 0.121
H -3.23632 -1.04721 1.34685 0.101
H -4.48748 -2.21841 1.97189 0.122
H -5.67845 0.08421 3.26388 0.094
H -5.24246 1.44780 2.15554 0.083
H -3.99738 0.22878 2.79612 0.068
C 2.20608 -1.45742 -4.21758 -0.092
O 1.90201 -1.45146 -5.59405 -0.200
C 0.87335 -0.55009 -5.98699 -0.198
C 1.37772 0.89464 -5.75749 -0.200
N 2.59147 1.03549 -6.58534 -0.029
C 3.58117 2.00345 -6.09632 -0.219
C 4.71157 2.06065 -7.03414 -0.286
O 5.44197 0.87706 -6.92850 -0.213
C 6.12961 0.52345 -8.14460 -0.082
H 1.34184 -1.28369 -3.57944 0.076
H 2.99958 -0.71047 -3.99692 0.083
H 2.64967 -2.45657 -4.00141 0.081
H -0.04789 -0.72945 -5.38832 0.122
H 0.63548 -0.72367 -7.02393 0.116
H 1.40320 0.97521 -4.65727 0.086
H 0.53692 1.57903 -6.06783 0.117
H 3.09027 0.14757 -6.61224 0.101
H 4.02784 1.70999 -5.10261 0.122
H 3.03844 2.93564 -6.03133 0.122
H 5.36654 2.99911 -6.86511 0.139
H 4.38541 2.14871 -8.11351 0.128
H 7.00195 1.18874 -8.28516 0.089
H 5.48624 0.61213 -9.05227 0.094
H 6.43957 -0.51271 -7.98585 0.087
C 6.04337 1.41020 2.77008 -0.167
O 5.73323 1.14195 1.47852 -0.182
C 5.65982 -0.22945 1.18586 -0.206
C 5.15700 -0.37658 -0.26770 -0.209
N 6.16925 0.05812 -1.22164 -0.029
C 5.63092 -0.11390 -2.56966 -0.189
C 6.23513 1.02110 -3.41699 -0.199
O 5.77212 2.22966 -2.84666 -0.209
C 6.23844 3.40572 -3.36671 -0.129
H 6.98708 0.98760 3.21855 0.095
H 5.22933 1.14504 3.51725 0.088
H 6.19370 2.54066 2.82403 0.110
H 4.90975 -0.68685 1.83323 0.101
H 6.66252 -0.64197 1.21961 0.125
H 4.16133 0.17640 -0.26916 0.118
H 4.87640 -1.43134 -0.43832 0.096
H 6.26015 1.02445 -1.02637 0.082
H 4.53011 -0.04921 -2.49015 0.103
H 5.90341 -1.04357 -3.06401 0.116
H 6.00102 0.88944 -4.45151 0.085
H 7.36496 0.98500 -3.35952 0.143
H 5.87849 4.20847 -2.73918 0.083
H 5.78530 3.57113 -4.37019 0.088
H 7.32866 3.52830 -3.33998 0.094
C -2.07215 2.41349 1.67238 -0.099
O -1.54744 1.19782 1.17828 -0.207
C -1.65379 1.15299 -0.27223 -0.164
C -1.05569 -0.20531 -0.68620 -0.156
N 0.35116 -0.24565 -0.21547 -0.050
C 1.13158 -1.52906 -0.42197 -0.131
C 0.72069 -2.69954 0.48042 -0.201
O 1.02472 -2.36128 1.80292 -0.230
C 0.60926 -3.29698 2.78948 -0.086
H -3.05790 2.56531 1.30646 0.065
H -1.64634 3.30665 1.26464 0.088
H -2.01886 2.33282 2.71913 0.065
H -1.02033 1.98062 -0.61994 0.121
H -2.67893 1.19912 -0.63314 0.124
H -1.02298 -0.38133 -1.79584 0.125
H -1.65007 -1.01792 -0.18104 0.103
H 0.43751 -0.12686 0.76221 0.053
H 2.24706 -1.30062 -0.23591 0.132
H 1.10148 -1.83903 -1.44112 0.084
H 1.35063 -3.60393 0.21948 0.123
H -0.31264 -2.86515 0.36170 0.106
H -0.21184 -2.85659 3.42272 0.095
H 1.46558 -3.49501 3.48903 0.081
H 0.20575 -4.27698 2.37943 0.096
C 2.14295 2.72328 -1.70976 -0.210
C 2.95773 2.83123 -0.42195 -0.266
O 2.23650 2.68011 0.73612 -0.046
O 1.66144 1.40299 -1.98271 -0.104
H 2.81700 3.01068 -2.49816 0.101
H 1.35289 3.46783 -1.68310 0.114
H 3.23975 3.94206 -0.39010 0.145
H 3.85025 2.21128 -0.42685 0.096
H 2.09904 1.77548 0.99219 0.033
H 1.18988 1.05409 -1.21585 0.024
C 2.07223 0.83717 3.51634 -0.259
C 0.97835 0.48943 4.39930 -0.252
O -0.28243 0.92408 3.94261 -0.060
O 1.96880 0.23549 2.25783 -0.087
H 2.96947 0.55017 4.04021 0.097
H 2.09257 1.95010 3.28776 0.157
H 1.09973 0.89795 5.37404 0.124
H 1.01111 -0.60356 4.43125 0.118
H -0.37444 0.58292 3.02947 0.077
H 1.94621 -0.74482 2.25774 0.073
C 1.60747 -6.82237 1.24115 -0.227
C 2.24489 -8.04080 0.65571 -0.261
O 1.60117 -9.22340 1.11074 -0.068
O 0.16719 -6.76159 0.93637 -0.095
H 2.04664 -5.89625 0.83802 0.088
H 1.75788 -6.78075 2.33550 0.115
H 3.30595 -8.13571 0.89651 0.124
H 2.21425 -8.05051 -0.42864 0.110
H 0.85194 -9.37558 0.51253 0.092
H -0.32124 -7.20902 1.66697 0.096
C 1.86585 -7.60868 5.75685 -0.097
C 0.63241 -6.80009 6.06619 -0.313
O -0.15581 -6.60465 4.87499 -0.087
H 2.50726 -7.76414 6.62445 0.070
H 2.55879 -7.01821 5.06226 0.089
H 1.69319 -8.59302 5.34911 0.072
H 0.77453 -5.81471 6.51427 0.110
H 0.14861 -7.38720 6.83781 0.098
H -0.86381 -5.97762 4.98181 0.070
C -2.25912 2.42181 -5.10306 -0.088
C -1.11972 2.63927 -4.16148 -0.315
O -0.80796 1.44580 -3.41175 -0.109
H -2.16307 1.44091 -5.62001 0.088
H -2.29900 3.17449 -5.87325 0.073
H -3.10802 2.50759 -4.46559 0.059
H -1.41899 3.38725 -3.40446 0.117
H -0.28247 3.01257 -4.71673 0.087
H 0.13166 1.45789 -3.20299 0.022
C -3.41101 0.20455 6.68719 -0.082
C -3.31279 1.69916 6.33611 -0.313
O -1.98911 2.25741 6.29934 -0.074
H -4.39944 -0.00782 6.95852 0.046
H -2.71924 0.03173 7.52304 0.079
H -3.11556 -0.46575 5.87190 0.067
H -3.74288 2.26790 7.18107 0.109
H -4.02002 1.96280 5.50883 0.097
H -1.47621 1.98038 5.55555 0.029
C 2.54379 -5.11991 -2.09628 -0.078
C 3.85713 -4.37832 -1.98928 -0.266
O 3.85344 -3.68296 -0.71345 -0.114
H 2.32134 -5.76471 -1.25605 0.039
H 2.53819 -5.87239 -2.90470 0.092
H 1.68402 -4.50656 -2.16821 0.057
H 3.91054 -3.60673 -2.79010 0.095
H 4.69680 -5.06141 -2.11003 0.113
H 4.80589 -3.59232 -0.52138 0.077
C 4.49188 -3.52448 2.40286 -0.096
C 4.67153 -3.02023 3.80213 -0.213
O 3.44050 -2.16971 4.08010 -0.132
H 5.44697 -3.89653 2.07290 0.082
H 4.14574 -2.74651 1.78417 0.036
H 3.79065 -4.33031 2.23622 0.069
H 5.52829 -2.35721 3.82679 0.098
H 4.68274 -3.81135 4.59101 0.122
H 3.43090 -1.87869 5.00040 0.075
```

Results
**Energy**: -3679.83028 a.u.
**Net charge**: 0

***

Gap between HOMO and LUMO
In order: 8.59 8.81
Unit: eV